1.
# C23H31F5N5O7

A 3-piece molecular cluster, C23H31F5N5O7 overall at a distorted geometry (the ωB97M-V functional and the def2-TZVPD basis, the Open Molecules 2025 dataset).

Output
E_HOMO = -5.3 eV
Lowest unoccupied orbital energy = 1.34 eV
Orbital gap = 6.686 eV
Charge = -1
2S+1 = 1

Each line ends with the Löwdin charge.
Element x y z (Å)
C: -3.125 3.565 7.007  -0.0925
C: -2.578 4.514 5.793  -0.2490
O: -3.688 4.918 4.929  -0.2171
C: -3.511 4.392 3.580  -0.1674
C: -3.582 2.761 3.565  -0.1787
O: -4.123 2.223 2.338  -0.1774
C: -3.182 1.340 1.662  -0.1709
C: -2.482 2.198 0.494  -0.1696
O: -1.351 1.565 -0.143  -0.1521
C: -0.287 1.343 0.812  -0.1273
C: 1.203 1.364 0.153  -0.2119
C: 2.115 0.498 1.208  -0.0528
C: 1.911 -1.094 1.055  -0.3344
C: 0.726 -1.958 1.695  -0.0775
N: 2.830 -1.774 0.363  0.1149
C: 1.285 0.467 -1.214  -0.5002
O: 0.380 -0.351 -1.581  -0.0537
O: 2.436 0.715 -1.980  -0.1768
N: 1.738 2.739 0.006  0.0324
N: 2.647 3.157 0.915  0.0226
C: 4.004 3.424 0.459  -0.2304
O: 4.423 4.556 0.089  0.1275
F: 5.009 2.389 0.457  0.0519
C: 2.193 3.884 2.088  -0.2527
O: 2.101 3.264 3.187  0.1137
F: 1.819 5.271 2.118  0.0584
C: 0.924 3.715 -0.661  -0.3271
F: 1.739 4.832 -1.100  0.0619
F: -0.127 4.334 0.105  0.0536
F: 0.279 3.279 -1.871  0.1044
H: -2.405 2.701 7.237  0.0740
H: -4.134 3.135 6.682  0.0656
H: -3.290 4.217 7.952  0.0760
H: -1.731 4.000 5.204  0.1148
H: -2.126 5.447 6.313  0.1209
H: -2.463 4.760 3.234  0.1292
H: -4.340 4.861 2.930  0.1390
H: -4.265 2.479 4.460  0.1294
H: -2.532 2.395 3.835  0.1198
H: -2.464 0.819 2.382  0.1165
H: -3.824 0.518 1.159  0.1398
H: -3.283 2.331 -0.335  0.1483
H: -2.283 3.248 0.909  0.1187
H: -0.486 0.433 1.472  0.1074
H: -0.301 2.264 1.530  0.1327
H: 3.250 0.647 1.014  0.1247
H: 1.852 0.779 2.300  0.1187
H: 0.629 -1.735 2.829  0.0803
H: -0.306 -1.712 1.225  0.0790
H: 0.866 -3.090 1.512  0.0777
H: 2.597 -2.778 0.336  0.0336
N: 0.557 -2.564 -3.638  0.0391
C: 1.409 -2.309 -4.677  -0.1137
C: 0.953 -2.992 -5.780  -0.1258
C: -0.222 -3.680 -5.391  -0.1737
C: -0.443 -3.395 -4.064  -0.1431
H: 0.651 -2.195 -2.701  0.1149
H: 2.265 -1.665 -4.542  0.1159
H: 1.414 -2.994 -6.757  0.0850
H: -0.839 -4.314 -6.013  0.0861
H: -1.223 -3.712 -3.388  0.1051
N: 1.008 -6.705 -5.202  0.0229
C: 0.745 -7.626 -6.180  -0.1475
C: 1.505 -8.743 -5.928  -0.1326
C: 2.250 -8.488 -4.751  -0.1298
C: 1.920 -7.224 -4.324  -0.1372
H: 0.592 -5.785 -5.138  0.0927
H: 0.043 -7.407 -6.971  0.1013
H: 1.522 -9.644 -6.525  0.0819
H: 2.949 -9.155 -4.268  0.0830
H: 2.256 -6.650 -3.473  0.1074

***

2.
# C23H31GdN8S2

C23H31GdN8S2 as an isolated structure at a distorted geometry (the ωB97M-V functional and the def2-TZVPD basis, the Open Molecules 2025 dataset).

Output
E_HOMO (spin up / spin down) = -13.3 / -13.4 eV
Lowest unoccupied orbital energy (spin up / spin down) = -6.29 / -5.07 eV
Orbital gap (spin up / spin down) = 7.040 / 8.286 eV
Charge = +2
2S+1 = 8
Energy relative to the best compared isomer or geometry (same formula, charge and spin) = 0.000 eV
Expectation value of S² = 16.00

Each line ends with the Löwdin charge.
Element x y z (Å)
Gd: -0.107 0.375 0.727  1.5873
C: -3.335 -1.038 0.739  -0.1831
C: -3.135 -0.794 -0.746  -0.1862
N: -2.208 0.328 -0.942  -0.1310
C: -1.617 0.363 -2.299  -0.1364
C: -0.631 -0.766 -2.472  -0.2570
C: -0.443 -1.389 -3.693  0.0142
C: 0.400 -2.517 -3.787  0.0100
C: 0.998 -2.950 -2.602  0.0017
C: 0.727 -2.299 -1.403  -0.2544
C: 1.246 -2.890 -0.101  -0.1426
N: 0.802 -2.183 1.126  -0.1191
C: -0.283 -2.941 1.790  -0.2003
C: -1.613 -2.737 1.144  -0.2105
N: -2.041 -1.355 1.328  -0.1503
N: -0.042 -1.199 -1.346  0.0586
H: -4.089 -1.824 0.980  0.1465
H: -3.704 -0.124 1.201  0.1201
H: -4.116 -0.574 -1.192  0.1396
H: -2.764 -1.681 -1.255  0.1201
H: -2.716 1.222 -0.856  0.1321
H: -1.144 1.350 -2.444  0.1208
H: -2.400 0.300 -3.064  0.1377
H: -1.024 -1.062 -4.564  0.1336
H: 0.577 -3.017 -4.733  0.1252
H: 1.648 -3.820 -2.561  0.1302
H: 2.343 -2.888 -0.112  0.1209
H: 0.963 -3.969 -0.066  0.1452
H: 1.559 -2.071 1.817  0.0959
H: -0.344 -2.550 2.806  0.1267
H: -0.081 -3.999 1.855  0.1271
H: -2.316 -3.472 1.557  0.1435
H: -1.540 -2.992 0.083  0.1210
H: -2.141 -1.281 2.333  0.0875
S: 0.873 4.104 -2.213  1.0945
C: -0.562 4.543 -1.463  -0.4007
C: -0.977 3.595 -0.546  -0.2460
C: -0.088 2.502 -0.387  -0.3464
C: 0.979 2.650 -1.262  -0.5191
C: 2.124 1.701 -1.373  -0.2763
C: 3.060 1.796 -2.387  -0.0103
C: 4.074 0.876 -2.483  -0.0355
C: 4.125 -0.140 -1.589  -0.0472
C: 3.156 -0.203 -0.623  -0.1580
N: 2.172 0.681 -0.490  0.0059
H: -1.066 5.437 -1.724  0.0693
H: -1.883 3.787 0.059  0.1076
H: 3.013 2.561 -3.122  0.1018
H: 4.832 0.967 -3.272  0.1392
H: 4.915 -0.909 -1.690  0.1362
H: 3.117 -1.036 0.092  0.0927
N: 1.689 0.803 2.826  -0.1197
N: 2.769 -0.142 2.807  -0.0359
H: 1.984 1.766 3.026  0.1019
H: 1.078 0.515 3.593  0.0749
H: 3.377 -0.065 3.593  0.0795
H: 3.330 0.112 1.984  0.0642
S: -2.678 2.460 4.632  1.1185
C: -1.811 3.649 3.774  -0.3314
C: -1.109 3.061 2.763  -0.2369
N: -1.248 1.691 2.695  -0.1464
C: -2.064 1.256 3.633  -0.4907
H: -1.871 4.665 4.070  0.0770
H: -0.435 3.543 2.088  0.0954
H: -2.304 0.217 3.743  0.0667

***

3.
# C23H31N3O4

One molecule with the formula C23H31N3O4 at a distorted geometry (the ωB97M-V functional and the def2-TZVPD basis, the Open Molecules 2025 dataset).

Output
E_HOMO = -7.8 eV
Lowest unoccupied orbital energy = -0.85 eV
SMILES = CCC(=O)N1CCN(CCNC=C2C(=O)CC(c3ccc(OC)cc3)CC2=O)CC1
Orbital gap = 6.964 eV
2S+1 = 1
Energy relative to the best compared isomer or geometry (same formula, charge and spin) = 23.290 eV

Each line ends with the Löwdin charge.
Element x y z (Å)
C: -1.043 -0.025 3.731  -0.0538
C: -1.426 1.378 3.139  -0.1149
C: -2.007 1.390 1.676  -0.5646
O: -1.817 0.435 1.113  0.1203
N: -2.165 2.669 1.362  -0.0238
C: -1.927 3.935 1.568  -0.2974
C: -0.621 4.367 1.018  -0.0924
N: -0.611 4.516 -0.555  -0.2023
C: 0.271 5.252 -1.305  -0.1057
C: 1.828 4.670 -0.984  -0.0787
N: 1.830 3.305 -1.267  0.1340
C: 2.058 2.448 -0.095  0.1858
C: 1.617 0.999 -0.206  -0.1366
C: 1.244 0.560 -1.520  -0.2139
O: 1.286 1.110 -2.777  -0.0540
C: 0.578 -0.802 -1.681  0.0196
C: 1.435 -1.761 -0.628  -0.2280
C: 0.877 -3.102 -0.541  -0.1986
C: 1.469 -4.218 -1.301  -0.0122
C: 0.981 -5.597 -1.091  0.0865
C: -0.507 -5.751 -0.625  -0.3428
O: -0.901 -6.986 -0.902  -0.0622
C: -2.099 -7.336 -0.536  -0.1647
C: -1.059 -4.677 -0.512  -0.0831
C: -0.561 -3.309 -0.216  0.0716
C: 1.184 -1.119 0.771  -0.0357
C: 1.883 0.362 0.871  -0.3856
O: 2.173 0.610 2.098  -0.0099
C: -1.103 3.298 -0.988  -0.2272
C: -2.444 2.659 -0.347  0.0162
H: -1.904 -0.805 3.372  0.1434
H: -0.982 -0.102 4.664  -0.0164
H: -0.271 -0.395 3.252  -0.0130
H: -0.403 2.021 3.213  0.1520
H: -2.018 1.721 3.918  0.0632
H: -2.733 4.638 1.345  0.1348
H: -1.693 3.956 2.794  0.1870
H: 0.451 3.682 1.384  0.1861
H: -0.443 5.445 1.333  0.1263
H: 0.002 6.177 -0.872  0.1033
H: 0.028 5.024 -2.376  0.1485
H: 1.995 4.831 0.169  0.1670
H: 2.279 5.121 -1.527  -0.0408
H: 1.778 2.915 -2.037  -0.0062
H: 2.205 2.583 0.799  0.0213
H: 0.881 -1.157 -2.568  0.0796
H: -0.419 -0.636 -1.453  0.1062
H: 2.296 -1.792 -0.708  0.0104
H: 2.738 -4.114 -1.073  0.1739
H: 1.467 -6.376 -1.480  0.0417
H: -2.492 -7.023 0.584  0.1604
H: -2.303 -8.350 -0.605  0.0645
H: -2.651 -6.818 -1.308  0.0975
H: -2.149 -4.782 -0.238  0.1340
H: -1.227 -2.596 0.037  0.0565
H: 1.793 -1.638 1.709  0.1769
H: 0.061 -0.932 1.059  0.1228
H: -0.431 2.305 -0.750  0.1376
H: -1.368 3.173 -1.933  0.0666
H: -3.280 3.355 -0.504  0.0901
H: -2.744 1.510 -0.766  0.1789

***

4.
# C23H31N3O4PbS

C23H31N3O4PbS as an isolated structure (the ωB97M-V functional and the def2-TZVPD basis, the Open Molecules 2025 dataset).

Output
E_HOMO = -15.1 eV
Lowest unoccupied orbital energy = -6.17 eV
Orbital gap = 8.934 eV
Charge = +2
2S+1 = 1
Energy relative to the best compared isomer or geometry (same formula, charge and spin) = 0.000 eV

Each line ends with the Löwdin charge.
Element x y z (Å)
Pb: 1.303 1.913 -2.055  1.5379
C: 5.229 1.347 0.165  0.0177
C: 3.810 0.909 0.359  -0.3086
O: 2.971 1.250 -0.486  -0.1783
C: 3.456 0.105 1.545  -0.0791
C: 4.428 -0.140 2.525  0.0086
C: 4.138 -0.867 3.664  -0.0275
C: 2.860 -1.375 3.852  -0.0115
C: 1.875 -1.155 2.898  0.0192
C: 2.178 -0.427 1.771  -0.2684
O: 1.155 -0.174 0.855  -0.4381
H: 5.319 1.861 -0.787  0.0965
H: 5.913 0.499 0.189  0.1099
H: 5.521 2.027 0.969  0.1117
H: 5.428 0.249 2.399  0.1196
H: 4.908 -1.037 4.404  0.1245
H: 2.626 -1.944 4.742  0.1273
H: 0.872 -1.540 3.028  0.1317
O: -1.024 1.854 1.398  0.0970
C: -0.406 2.221 0.420  -0.5662
O: -0.345 1.560 -0.703  -0.2867
C: 0.362 3.527 0.454  -0.1798
C: 0.207 4.421 1.493  0.0445
C: 0.931 5.605 1.461  0.0075
C: 1.792 5.847 0.401  -0.0085
C: 1.904 4.896 -0.597  -0.0920
N: 1.197 3.762 -0.569  -0.0500
H: -0.476 4.179 2.295  0.1368
H: 0.823 6.333 2.254  0.1308
H: 2.370 6.758 0.339  0.1265
H: 2.565 5.045 -1.442  0.1265
C: -5.487 -2.388 -0.192  -0.1007
C: -5.208 -0.906 0.038  -0.2444
C: -3.730 -0.541 -0.093  -0.1905
C: -2.885 -1.132 1.032  -0.1370
N: -1.445 -0.944 0.806  0.0787
C: -0.755 -1.680 -0.024  -0.5248
S: 0.949 -1.316 -0.308  1.1283
N: -1.272 -2.686 -0.707  0.0696
C: -0.553 -3.568 -1.637  -0.1680
C: -0.869 -3.321 -3.107  -0.1766
C: -0.355 -2.012 -3.710  -0.2446
C: -1.195 -0.771 -3.411  -0.1123
H: -6.557 -2.590 -0.169  0.0821
H: -5.033 -3.026 0.569  0.0669
H: -5.121 -2.707 -1.173  0.0745
H: -5.575 -0.601 1.021  0.1174
H: -5.768 -0.319 -0.691  0.1148
H: -3.600 0.543 -0.078  0.1194
H: -3.356 -0.883 -1.066  0.0990
H: -3.073 -2.196 1.182  0.1191
H: -3.112 -0.637 1.975  0.1425
H: -1.049 -0.056 1.126  0.0984
H: -2.273 -2.818 -0.641  0.1443
H: -0.814 -4.591 -1.367  0.1354
H: 0.517 -3.467 -1.444  0.0915
H: -1.949 -3.405 -3.265  0.1233
H: -0.423 -4.158 -3.648  0.1248
H: -0.327 -2.144 -4.792  0.1160
H: 0.687 -1.858 -3.404  0.0969
H: -2.239 -0.936 -3.684  0.0869
H: -0.847 0.073 -4.012  0.0654
H: -1.173 -0.465 -2.363  0.0241

***

Number 1: energy -2194.5951 hartree. Number 2: energy -2894.6939 hartree. Number 3: energy -1359.4325 hartree. Number 4: energy -1950.8465 hartree.